10
Properties=species:S:1:pos:R:3:forces:R:3:mulliken_charge:R:1 method="wB97M-V/def2-TZVPD" gap_ev="8.72 / 8.72" lumo_energy_ev="0.0 / 0.0" homo_energy_ev="-8.72 / -8.72"
C 0.1030 0.5653 1.0905 -3.2 -1.0 3.0 -0.745
H -0.1778 0.0321 -2.3972 -0.8 -0.6 0.7 0.248
C 0.7138 -0.2131 0.0216 -3.4 -0.6 -2.5 -0.417
H 0.8749 0.9398 1.7574 0.0 0.7 -0.2 0.328
H -0.4631 -0.1651 1.8288 0.8 1.3 -1.5 0.229
H 1.6407 0.2040 -0.2302 1.3 0.1 -1.1 0.322
H -0.7249 1.3280 0.8171 1.8 -1.0 0.2 0.277
N -0.8036 0.0984 -1.5593 3.4 0.7 1.8 -0.519
H 0.5455 -1.3138 -0.0420 0.5 1.1 0.2 0.326
Br -1.7086 -1.4757 -1.2867 -0.5 -0.7 -0.4 -0.051

***

11
Properties=species:S:1:pos:R:3:forces:R:3:mulliken_charge:R:1 method="wB97M-V/def2-TZVPD" gap_ev=9.83 lumo_energy_ev=0.9 homo_energy_ev=-8.94
O 0.4843 -0.5369 0.8835 0.2 -0.6 0.0 -0.267
H 0.7838 1.5353 1.3113 -0.8 -1.9 -1.4 0.238
Br -2.4919 -0.0026 0.0506 -0.3 -0.1 0.1 -0.126
H -0.5381 0.8018 -1.4301 -1.8 0.3 0.5 0.362
H 1.7047 -2.1558 -0.3316 -0.7 0.5 -0.4 0.051
H 1.3876 0.9475 -0.3126 -0.8 -0.3 0.3 0.316
C 0.5846 0.7565 0.4490 -2.0 2.5 -0.3 -0.324
H 0.1881 -2.8440 0.6546 -0.5 1.0 -0.8 0.071
C -1.1076 1.1115 -0.5031 5.9 -2.9 0.1 -0.731
P 0.2908 -1.7237 -0.3182 1.6 -1.2 1.7 -0.041
H -1.2863 2.1104 -0.4533 -0.8 2.6 0.2 0.451

***

16
Properties=species:S:1:pos:R:3:forces:R:3:mulliken_charge:R:1 method="wB97M-V/def2-TZVPD" gap_ev=11.02 lumo_energy_ev=0.5 homo_energy_ev=-10.57
C 1.7538 0.4426 0.1790 -0.1 -3.5 -1.4 -0.906
Cl -0.5963 0.0567 3.1281 -0.3 -0.3 1.3 -0.170
H -1.4584 0.2613 -1.6758 -0.4 0.6 -0.1 0.341
S -0.3634 -1.1373 -0.2093 0.2 0.3 2.0 1.022
Cl 0.1693 2.6771 1.8408 0.5 1.3 0.3 -0.230
N 0.3325 0.2876 0.4148 -1.4 -1.7 -0.7 0.004
H -0.0299 -0.4731 -2.4078 1.9 0.4 -1.1 0.359
O -2.0776 1.2042 0.7895 -0.2 0.3 0.5 -0.560
P -0.7870 1.0144 1.4361 0.6 -0.2 -1.4 0.905
H -1.4647 -1.3943 -2.2313 -0.8 -1.1 -0.6 0.369
O 0.6551 -2.1195 -0.3565 0.6 -0.3 -0.6 -0.603
H 1.9233 -0.0982 -0.8455 0.0 1.3 1.7 0.263
H 1.8224 1.4714 0.0806 1.5 1.8 0.1 0.483
H 2.3680 -0.1768 0.8980 -0.4 1.4 -0.5 0.256
C -0.8740 -0.6210 -1.8375 -1.4 0.0 2.4 -0.916
O -1.3733 -1.3950 0.7968 -0.3 -0.3 -1.8 -0.618

***

13
Properties=species:S:1:pos:R:3:forces:R:3:mulliken_charge:R:1 method="wB97M-V/def2-TZVPD" gap_ev=9.91 lumo_energy_ev=0.4 homo_energy_ev=-9.54
S 4.2905 -1.4640 0.9087 0.2 1.1 -1.6 -0.211
Cl 2.4442 1.2485 0.4447 0.3 0.8 -0.5 -0.171
N -1.7770 1.5839 0.8748 0.9 2.4 2.9 -0.647
H -0.7557 1.6252 0.8621 -0.1 -0.4 -0.3 0.239
C -2.3231 0.8852 0.0431 -1.6 -1.7 -3.3 0.150
H -2.2554 -0.9107 -1.0336 0.7 0.2 0.0 0.276
H -3.3936 0.8038 -0.1013 -0.7 0.6 0.9 0.309
H -1.6973 0.4626 -2.0447 0.1 -0.3 1.5 0.258
C -1.6798 0.0328 -0.9855 -0.6 0.1 -1.2 -0.346
P 2.3015 -0.7314 0.7213 -0.3 -1.1 1.4 0.358
Cl 1.6950 -1.4296 -1.0714 0.1 0.0 -0.8 -0.167
H -0.7031 -0.0536 -0.5825 1.3 -0.8 -0.5 -0.214
H 3.8538 -2.0530 1.9641 -0.3 -0.9 1.4 0.166

***

12
Properties=species:S:1:pos:R:3:forces:R:3:mulliken_spin:R:1 method="wB97M-V/def2-TZVPD" gap_ev="9.27 / 6.06" lumo_energy_ev="0.9 / -3.0" homo_energy_ev="-8.36 / -9.08" spin_multiplicity=3
H 1.5280 0.2793 0.4038 -1.3 1.0 0.3 -0.004
H -0.5117 1.7162 -0.6601 -1.3 0.9 -0.2 0.007
H 0.3376 0.6992 -1.7011 -0.8 -0.9 1.1 0.048
H 0.0282 0.8656 1.5137 0.9 -0.3 -2.3 0.000
C -0.3431 0.6729 -0.7805 1.3 0.0 -0.4 -0.021
C 0.4030 0.3124 0.5472 0.5 -1.1 1.1 0.032
N 0.0762 -1.0998 0.7883 -1.4 -1.9 1.0 -0.004
H -0.0011 -1.4381 1.7815 0.3 1.0 -1.4 0.004
H -0.7120 -2.0285 -1.2799 0.3 -1.1 -0.4 0.069
P -1.3343 -1.6435 -0.0763 1.2 -0.1 0.0 0.077
Cl -3.2152 0.6915 0.1733 -1.2 0.7 0.3 0.772
N -1.5261 -0.1865 -0.9288 1.5 1.7 0.7 1.018

***

12
Properties=species:S:1:pos:R:3:forces:R:3:mulliken_charge:R:1 method="wB97M-V/def2-TZVPD" gap_ev=9.59 lumo_energy_ev=-0.1 smiles="N=C=NCl.CN" homo_energy_ev=-9.64
Cl -3.8637 0.9323 0.0824 0.6 -0.9 0.1 -0.033
H 1.5486 1.9439 0.3737 0.4 0.0 0.7 0.281
H 2.2896 -0.7150 0.7412 -1.4 1.5 -0.8 0.186
H 2.5917 1.1401 -0.8827 -1.5 0.1 1.0 0.270
N 1.4748 -0.2285 0.2689 0.8 -1.7 0.6 -0.520
N -3.3181 -0.6377 -0.3528 -0.8 0.3 -1.1 -0.351
H -0.3381 -1.5773 0.0116 0.0 -0.3 -0.6 0.361
N -1.2913 -1.8240 0.2657 -0.6 0.6 -0.1 -0.524
H 0.6756 -0.2036 0.8574 -0.3 -0.4 1.0 0.248
C -2.2406 -1.1573 -0.1230 0.7 0.3 1.5 0.569
C 1.6051 1.0800 -0.2830 4.3 0.4 -0.2 -0.790
H 0.8664 1.2470 -0.9594 -2.3 0.2 -2.2 0.302

***

14
Properties=species:S:1:pos:R:3:forces:R:3:mulliken_charge:R:1 method="wB97M-V/def2-TZVPD" gap_ev="6.81 / 6.79" lumo_energy_ev="-0.2 / -0.2" homo_energy_ev="-6.98 / -7.02"
H 0.0602 2.1458 -0.7240 -0.9 1.7 -1.4 0.396
N -0.1490 -1.5759 -1.1760 -0.2 -0.4 -0.8 -0.360
P -3.1914 -0.6822 1.5263 -0.3 -0.2 -0.2 -0.147
N -2.0932 -0.0364 0.5005 2.0 1.1 -0.3 -0.193
H 1.3155 1.5718 0.2707 1.9 0.6 1.0 0.335
H 0.6215 0.4018 -0.8475 -0.5 1.7 1.0 0.295
H -0.9086 -3.5829 -1.4528 -0.5 -0.8 -0.5 0.322
H -1.8753 -0.2775 -0.4627 -0.7 -0.3 0.1 0.272
N -0.2368 -0.0810 2.2986 0.3 0.9 0.1 -0.681
H 0.1586 0.3138 3.1383 0.2 -0.1 0.0 0.238
Cl -1.6368 2.5727 1.5630 -0.2 1.3 0.6 -0.258
C 0.4256 1.3382 -0.2024 -1.0 -3.9 0.0 -0.863
C -0.5914 -2.5847 -1.4959 0.7 0.8 1.1 -0.082
P -0.7029 0.8670 1.1701 -0.9 -2.3 -0.7 0.726

***

14
Properties=species:S:1:pos:R:3:forces:R:3:mulliken_charge:R:1 method="wB97M-V/def2-TZVPD" gap_ev=8.61 lumo_energy_ev=-1.4 homo_energy_ev=-10.02
O -0.8886 -0.1340 0.0510 1.4 0.0 -0.4 -0.174
H 0.9202 0.7708 -0.1345 0.9 1.5 -1.1 0.357
O 2.0969 -2.6069 -0.8969 -0.8 -1.4 -0.2 -0.342
O 3.7468 -1.3562 0.4053 -0.1 -0.3 0.1 -0.452
N -1.2643 0.9396 -0.8097 0.1 -0.6 1.1 -0.398
H 1.1579 -0.8343 0.4227 -1.5 0.4 0.8 0.003
H -2.9137 1.4962 -1.8509 0.4 1.7 -0.7 0.282
C 0.5241 0.0688 0.5210 -2.4 -0.8 -0.9 -0.365
H 0.4199 0.5042 1.4835 0.4 -0.1 1.1 0.320
H -3.0855 -0.0692 -1.3308 0.2 -1.3 1.2 0.282
S 2.8816 -1.4527 -0.7333 1.3 1.1 -0.4 0.705
C -2.4217 0.7651 -1.2775 -0.2 -0.3 -0.5 -0.258
Cl 5.0189 1.4060 0.6018 1.7 3.7 -0.6 -0.231
H 4.5047 0.3504 0.7866 -1.5 -3.4 0.6 0.272